The following is a quantum chemistry calculation of one molecule with the formula C7H17ClNO4P, from OMol25.

The geometry in XYZ format:
```
31
Properties=species:S:1:pos:R:3:forces:R:3
C -2.385287 -3.077604 0.868387 0.1067 -0.0356 -0.4718
C -2.350274 -3.224518 -0.663112 -0.1189 0.4155 0.1982
C -1.358925 -2.313344 -1.387084 -0.0215 -0.3814 -0.0862
C 0.032875 -2.250303 -0.787311 0.4846 0.3239 -0.1864
N 0.531991 -0.889406 -0.981062 -0.6169 -0.3358 0.4981
O 1.951376 -0.917011 -0.717593 -0.3938 0.6314 -0.5998
P 2.535657 0.530380 -0.310499 0.0791 -1.0102 -0.4237
O 3.875840 0.693131 -0.805352 1.3050 0.3469 -0.2444
O 2.476184 0.559249 1.269385 -0.9327 -0.0919 0.4074
O 1.486174 1.572800 -0.878646 -0.1380 0.2446 0.8293
C 1.428117 2.857696 -0.237219 -0.7745 0.1541 -0.5961
C 0.664242 2.956980 1.095061 0.9312 0.2583 -0.2548
C 0.081054 4.346542 1.220723 0.0431 -0.4500 0.0352
Cl -0.575149 1.706280 1.260299 -0.2511 -0.1708 0.0430
H -2.050601 -3.994609 1.331932 -0.0281 -0.1896 0.3347
H -1.738634 -2.284518 1.223826 0.0926 0.2327 0.0447
H -3.388442 -2.839299 1.193827 -0.2098 -0.1062 0.2451
H -2.189382 -4.255910 -0.949881 0.1469 -0.2755 0.0201
H -3.335151 -2.964050 -1.031929 -0.2282 -0.0757 -0.2617
H -1.783237 -1.317474 -1.465457 -0.0011 0.3318 0.2371
H -1.251896 -2.667268 -2.408437 -0.1133 -0.0050 -0.2761
H 0.702883 -2.953089 -1.282287 0.0511 -0.2577 0.0125
H 0.059456 -2.455756 0.274293 -0.0728 -0.0875 0.2333
H 0.412123 -0.665104 -1.965058 0.4311 0.1070 -0.0943
H 1.599740 0.220990 1.548293 0.4133 0.2559 0.1495
H 0.894591 3.483191 -0.942829 -0.0661 0.0377 -0.3117
H 2.416838 3.291873 -0.120221 0.2664 -0.1162 0.1099
H 1.388924 2.825079 1.884451 -0.0526 -0.3761 0.4053
H -0.641767 4.505237 0.430440 -0.2395 0.2052 -0.0629
H 0.885814 5.067365 1.138116 0.1437 0.2598 -0.0794
H -0.375135 4.452470 2.194945 -0.2355 0.1602 0.1456
```
Forces are in eV/Å.

Results
- Maximum force: 0.02669 Eh/bohr
- Molecular weight: 245.64 u
- HOMO level: -0.3536 Eh
- Multiplicity: 1